(1)
12
Properties=species:S:1:pos:R:3 method="wB97M-V/def2-TZVPD" e_above_lowest_kj_mol=218.0 homo_lumo_gap_ev="6.17 / 8.08" total_charge=0
C -0.82375 0.94426 -0.57040
C -1.38384 -0.31852 -0.04039
C 0.64073 1.10879 -0.30909
F 0.90853 2.02288 0.55835
S 3.26950 -2.54903 0.75894
I -3.56533 -0.36875 -0.04611
I 2.05409 -0.34521 -0.43915
H -1.02263 0.98594 -1.60757
H -1.43055 1.83769 -0.23027
H -0.97936 -0.52562 0.91653
H -1.01544 -1.15428 -0.68409
H 3.34806 -1.63817 1.69325

=====

(2)
75
Properties=species:S:1:pos:R:3 method="wB97M-V/def2-TZVPD" homo_lumo_gap_ev="7.57 / 8.46" spin_multiplicity=4 total_charge=+1
V -0.29162 -0.11786 -0.23051
N 1.42771 -0.05898 3.31680
C 1.77955 1.29422 2.84873
C 0.63184 2.26856 3.08788
C -0.42162 2.38247 1.99857
N -1.01961 1.07893 1.60730
H 1.37080 -0.06006 4.33034
H 2.18393 -0.69866 3.09118
H 2.01681 1.22971 1.78451
H 2.67322 1.67533 3.35484
H 1.03326 3.27447 3.23335
H 0.14674 2.01094 4.03598
H 0.00709 2.83273 1.10031
H -1.20141 3.05926 2.35896
H -1.98748 1.24382 1.33735
H -1.06383 0.47958 2.42804
N -0.02531 -1.80673 1.10302
C -1.24377 -2.57565 1.08485
C -1.95848 -2.73451 2.26229
C -3.15944 -3.43036 2.25632
C -3.62647 -3.96935 1.06794
C -2.89813 -3.80413 -0.10076
C -1.69478 -3.10122 -0.13000
C -0.94917 -2.90265 -1.41094
C -0.85539 -3.97990 -2.29424
C -0.26752 -3.81857 -3.53854
C 0.20488 -2.56372 -3.90345
C 0.11776 -1.51234 -3.00089
C -0.42469 -1.62767 -1.71041
H 0.25323 -1.53101 2.04273
H 0.73773 -2.32990 0.68318
H -1.56182 -2.33189 3.18751
H -3.71520 -3.55538 3.17538
H -4.56087 -4.51299 1.04776
H -3.28108 -4.20909 -1.02906
H -1.24272 -4.95138 -2.01153
H -0.19899 -4.65412 -4.22244
H 0.63525 -2.40997 -4.88601
H 0.48843 -0.54341 -3.33347
C -2.91756 0.45239 -3.41699
C -1.70730 1.36639 -3.54190
As -0.98205 1.82268 -1.79123
C -2.39249 3.00153 -1.09108
C -3.04854 3.96648 -2.06877
C 0.47737 3.07094 -2.18824
C 0.45096 3.76304 -3.54498
H -3.30343 0.19630 -4.40392
H -3.72932 0.93190 -2.86555
H -2.66082 -0.47692 -2.90564
H -1.95641 2.29629 -4.05549
H -0.91024 0.88446 -4.10877
H -1.93261 3.55073 -0.26548
H -3.14824 2.34953 -0.64277
H -2.32194 4.62801 -2.54053
H -3.77272 4.59760 -1.55171
H -3.58327 3.44293 -2.86123
H 1.39100 2.48363 -2.07180
H 0.47778 3.79618 -1.36955
H 0.49630 3.04292 -4.36256
H 1.30879 4.42916 -3.64926
H -0.44656 4.36272 -3.69013
C 3.53131 0.08991 -2.57104
P 3.06988 -0.55326 -0.96675
C 2.98957 -2.33605 -1.10227
C 4.45226 -0.19050 0.11372
O 1.80598 0.07802 -0.42842
H 4.45175 -0.38077 -2.91827
H 3.68978 1.16617 -2.49791
H 2.74237 -0.11036 -3.29175
H 3.90628 -2.72226 -1.54897
H 2.13659 -2.62057 -1.71995
H 2.88720 -2.77727 -0.10891
H 5.37439 -0.61164 -0.28714
H 4.27769 -0.61710 1.10193
H 4.56862 0.88854 0.21201